The following is a quantum chemistry calculation of a cluster of 8 separate species, C34H88ClN11O13P3 in total at a distorted geometry, from OMol25.

Structure (XYZ):
```
150
Properties=species:S:1:pos:R:3:forces:R:3
H -5.7736 -0.7606 1.4967 0.19 0.19 -0.09
C -4.4610 0.4731 -2.1608 0.39 1.44 -0.69
H -6.7613 1.4414 -4.0294 -0.05 0.49 -0.99
H -8.0886 -1.8238 -2.6307 -0.01 -0.12 -0.06
H 1.8708 2.1715 -3.0710 -0.09 -0.06 0.33
O -5.5738 -4.1213 -3.2741 2.21 1.02 0.99
H -1.2968 -3.2878 -2.5799 0.16 0.02 0.61
H 0.1026 5.1247 5.0185 -0.22 -0.04 -0.18
H -6.5265 -2.5950 3.1978 -0.15 0.64 -0.75
C 3.0604 3.8867 -3.4084 2.48 0.33 -1.55
H 4.6156 -4.3392 -2.2012 0.05 -0.44 -0.39
H 5.3645 0.0281 -1.6099 -0.14 0.09 0.21
Cl -0.5339 0.5629 0.0745 0.26 0.20 1.88
H 6.0249 -3.5297 -3.0129 0.28 -0.09 0.62
C 0.8473 3.7855 3.4289 -0.69 0.95 -0.95
H 5.0890 -1.7698 0.1710 -0.01 0.22 -0.23
H 1.5284 7.1332 5.8339 -0.24 0.21 -0.22
C 4.9675 -3.4691 -2.7554 -0.54 0.91 -0.24
H 1.7233 3.2167 3.1171 0.78 0.59 0.41
H -7.2269 -0.8113 -3.7252 0.23 0.39 0.07
H -0.1704 2.1086 2.8049 -0.19 0.39 -1.04
H 0.4461 -0.5035 -3.4721 0.41 0.39 0.82
H -4.5624 -1.9785 3.0548 -0.02 0.09 0.28
H 3.2593 6.8370 5.8382 0.08 -0.38 -0.24
C -2.7424 -3.1766 2.9297 -0.76 1.33 -0.06
N 4.9235 1.5568 2.2899 1.09 -0.65 -1.52
N -7.8961 0.0696 -1.8463 0.51 0.97 -0.04
O 3.6793 -1.4777 -5.8944 0.25 0.10 0.96
H -2.7727 -4.9835 -3.2707 0.05 0.00 -0.15
H -5.3378 1.6522 1.9183 -0.37 0.14 0.05
C -7.3329 -1.0390 -2.6645 -1.07 -0.09 0.66
H -6.5450 -1.4171 0.1187 -0.15 0.35 -0.55
O -0.5739 -0.8925 0.0279 -0.44 0.05 -0.81
N -5.5927 1.4505 -2.3920 0.25 -2.00 2.18
H 0.1303 2.0937 4.2598 0.07 0.10 0.87
H -2.3393 -3.9168 2.2386 -0.29 -0.71 0.32
H 1.3688 5.3732 1.9573 0.09 0.02 0.25
C 2.2284 3.0273 -2.4986 0.06 0.61 -1.11
H -7.4649 -0.5898 1.3957 -0.32 0.18 -0.25
H 3.0057 -2.3927 1.0500 -0.37 0.06 -0.50
O 2.1397 5.4768 4.7208 -0.13 -0.37 -0.91
C 0.5143 4.7640 2.2516 -0.11 -0.84 -0.18
O -4.3294 -3.4715 -1.5582 -2.27 1.12 2.03
N 2.2002 -1.6304 -3.6375 1.48 -0.68 -0.65
H 5.9749 1.0901 -3.5534 -0.12 -0.02 0.15
P -6.9433 1.3750 -1.2706 1.48 -1.20 -0.85
H -2.9977 -2.8870 5.1365 -0.11 -0.15 -0.18
H 5.6631 -1.4268 6.1784 0.02 -0.36 -0.56
H 6.8551 -1.7340 3.6338 0.49 -0.25 -0.03
C 2.9015 -1.3510 1.3533 -0.10 -0.14 0.94
H 4.4066 -5.2076 -4.6631 0.05 -0.12 0.07
C -2.3404 -2.9748 -2.5484 1.89 -0.79 0.15
N -6.2950 0.8089 0.2081 0.09 -0.40 -0.93
O -5.1053 -3.9454 2.6645 1.62 -0.16 0.73
H -6.4341 -1.5296 -2.2911 0.14 0.37 0.12
N -1.8593 -1.9525 2.7293 -1.07 -1.32 0.07
H 2.2612 -1.3548 2.2355 -0.70 0.24 -0.53
H -4.8963 2.4879 0.4362 -0.78 0.08 -0.31
H 4.7484 -2.6405 -2.0820 0.57 0.07 -0.04
O -1.7121 1.1035 0.6848 -1.50 -0.24 -1.22
H -2.2540 -1.9244 -2.8267 -0.80 -0.02 -0.34
H 0.8420 3.7608 -1.1069 -0.20 0.34 0.18
H -4.6200 -0.4799 -1.6564 -0.67 0.13 0.02
O 2.9510 0.5748 3.6836 0.44 -0.99 0.17
C -6.5669 -0.5504 0.7792 0.79 0.89 0.39
H 3.8206 0.8847 -2.0394 0.18 0.05 0.01
H 5.2796 0.7673 -5.1023 -0.33 -0.17 -0.01
N 4.6200 -0.5058 -3.4904 -0.75 -0.45 -0.76
C 5.6165 0.2794 -4.1877 0.65 0.25 -0.28
H -7.0023 -4.1855 3.2855 -0.04 -0.56 -0.16
N 5.4244 -0.4001 4.2609 -1.53 1.04 -0.06
H -9.7742 -0.8989 -1.6748 -0.09 0.27 -0.49
H -4.2993 -2.5762 1.4325 0.45 0.27 -0.24
H 3.7837 -0.8354 -1.6189 0.09 0.34 0.44
H 3.9918 -0.9295 5.7525 0.12 -0.07 0.01
H 2.5824 -0.6463 0.5854 -0.53 -0.42 -0.13
C -3.0218 -3.1668 -1.1823 1.64 -0.18 -1.00
H -4.0391 0.2857 -3.1482 -0.10 -0.44 -0.04
H -3.6349 0.9677 -1.6498 -0.06 0.07 0.39
O -0.2495 1.1223 -1.2219 -0.40 -0.30 -0.37
C 5.0484 -0.6680 5.6943 -0.16 0.88 -1.16
C 4.3828 -0.0484 -2.0771 -0.39 -1.44 -1.90
H 5.7738 -4.1859 -5.1146 0.16 -0.04 -0.21
C -3.1055 -3.9608 -3.4479 -0.48 1.92 0.55
P 3.7223 -1.6903 -4.4284 -1.06 0.76 2.41
H 5.2035 0.2265 6.2976 -0.08 0.23 0.02
H 2.0345 5.6022 -1.2239 0.82 0.93 -0.29
H 0.2233 3.8984 -2.6758 0.19 -0.20 -0.42
C -4.2277 -2.8460 2.4861 1.42 -0.31 0.11
C 5.2855 -1.6793 1.2393 0.63 0.44 -0.52
H 4.6082 0.9227 0.2394 0.05 -0.15 0.42
H 7.0796 -0.1087 3.0159 0.23 0.21 0.24
P 4.2518 0.1963 3.0866 1.52 0.21 0.06
H 0.9350 6.1777 -2.5179 0.34 -0.12 -0.35
H 0.2288 4.1770 1.3786 0.26 -0.36 -0.12
H -9.7400 0.6878 -0.8938 0.39 0.02 0.12
H -1.5596 -3.7765 4.5285 0.20 0.31 0.52
C -5.7766 1.8436 -3.7913 -0.66 0.24 1.09
H 1.1861 3.8068 5.5240 0.03 0.05 0.45
H 1.7584 0.2455 -4.3900 -0.37 0.10 -0.52
C -2.6317 -3.6162 4.4137 0.72 -0.65 -1.68
C 1.0038 4.5667 4.7642 1.11 -0.19 -0.44
H 0.5835 -1.0564 -4.9699 0.84 -0.22 -0.93
H 1.0455 -2.9188 -2.4710 0.01 -0.55 -0.08
C 4.4757 1.8059 0.8643 -0.81 -1.00 0.55
C -6.4146 -3.5278 2.6450 -1.12 -0.71 0.84
H 5.7467 3.4878 2.3063 0.22 -0.22 -0.13
C -9.1505 -0.2020 -1.1150 0.73 -0.98 -0.40
O 0.4863 0.9336 0.9984 2.15 0.20 0.26
C -5.1663 1.5165 0.8504 0.32 -0.01 0.33
H -8.8839 -0.8044 -0.2466 -0.41 0.39 0.61
C 5.2476 2.7917 2.9804 -0.65 0.44 0.18
H 5.8738 2.6921 3.8670 -0.02 -0.45 -0.03
H -2.9631 -2.2711 -0.5640 -0.13 -0.28 0.16
C 2.2850 6.3487 5.8169 -0.97 -0.75 0.23
H -0.3595 5.4085 2.3483 0.02 0.10 0.78
C 6.8028 -0.6790 3.9026 -0.72 -0.49 -0.25
O 2.6686 5.1699 -3.2098 1.40 1.98 -1.12
H -3.0127 -4.6321 4.5180 -0.63 0.25 0.31
C 1.1479 4.0384 -2.1156 -2.80 -2.56 1.56
H -3.0615 -3.6751 -4.4989 -0.29 -0.36 0.10
H 7.4731 -0.5099 4.7454 0.07 0.30 -0.10
H 1.3907 -1.4703 -1.7161 0.56 0.24 0.46
O 3.9894 3.6472 -4.2042 -2.79 0.32 2.32
H 3.4086 2.0273 0.8418 -0.33 -0.02 0.12
H -4.2015 1.0108 0.8109 -0.10 -0.69 -0.31
C -4.4740 -3.8059 -2.7918 -2.53 -2.59 -3.52
H 5.4415 -2.7138 1.5454 -0.24 -0.17 0.64
H -1.6545 -1.9422 1.7404 -0.22 0.71 -0.54
C 1.2481 -0.6956 -4.1849 -0.88 0.30 0.89
H 6.4943 -0.3136 -4.4444 0.19 -0.16 -0.09
H -5.7075 2.9300 -3.8464 -0.46 0.05 -0.26
H -6.8154 -3.6176 1.6354 -0.29 0.76 -0.09
N 4.1970 -0.9629 1.8501 0.60 0.65 1.30
C 1.8768 -2.2278 -2.3310 -1.23 0.12 -0.88
N -0.2025 2.7592 3.5768 -0.19 0.23 0.64
H 4.9106 2.6035 0.2621 0.83 0.32 0.91
C 1.6622 5.4178 -2.2316 0.60 -1.68 0.51
H 2.8431 2.6843 -1.6663 -0.13 0.05 0.09
O -7.6452 2.6692 -1.1840 -0.02 -0.42 -0.04
H 4.3298 3.3014 3.2734 -0.16 0.17 0.30
H -0.9580 -2.2675 3.0588 0.35 0.21 0.57
H -4.9996 1.4635 -4.4545 -0.12 -0.34 0.23
H 2.1074 5.7549 6.7136 0.37 0.13 0.51
H 2.6610 -2.7803 -1.8134 0.10 0.39 -0.26
H 6.2434 -1.1671 1.3290 -0.08 0.09 0.06
C 4.6876 -4.2204 -5.0298 -0.51 0.44 0.65
H 4.2315 -4.1154 -6.0142 -0.03 0.50 0.24
H -2.6924 -4.0910 -0.7074 0.59 0.36 0.51
N 4.2542 -3.2264 -4.0043 0.46 -0.70 -0.77
```
Forces are in eV/Å.

- molar mass (g/mol) = 987.52
- total charge = -1
- LUMO level (eV) = 2.062